Entry 1:
Computed, not measured: a single C4H5NO molecule, with ωB97M-V/def2-TZVPD.

Geometry as XYZ:
```
11
Properties=species:S:1:pos:R:3:forces:R:3
C -0.43089 0.39583 0.27578 -3.344 1.137 -1.515
C -0.78490 -0.44079 -0.79241 0.588 0.960 1.469
C 0.33644 -1.24876 -0.99064 1.491 1.916 2.019
C 1.30000 -0.75571 -0.11798 1.737 -1.888 -0.725
H -1.96142 1.27280 1.14261 0.887 -0.012 -0.524
H -1.57592 -0.28271 -1.48365 -0.817 -0.095 0.076
H 0.50486 -2.01761 -1.65423 0.217 -1.362 -1.403
H 2.34566 -0.99615 -0.01166 -0.071 -0.424 -0.025
H 1.30117 0.69833 1.39383 0.136 0.379 0.407
N 0.81814 0.23247 0.66415 0.041 -0.813 -0.656
O -1.10815 1.49932 0.71445 -0.865 0.201 0.877
```
Positions in Å, forces in eV/Å.

Properties
SMILES ... Oc1ccc[nH]1
Max |F| ... 3.84 eV Å⁻¹
HOMO level ... -7.69 eV
Frontier orbital gap ... 8.52 eV
Energy relative to the best compared isomer or geometry (same formula, charge and spin) ... 81.5 kJ/mol

Entry 2:
Computed, not measured: a single CHF2IO molecule, with ωB97M-V/def2-TZVPD.

Geometry as XYZ:
```
6
Properties=species:S:1:pos:R:3:forces:R:3
C 0.50623 -0.02269 0.02105 0.338 -0.879 -0.839
O -0.17040 1.05960 0.05999 -4.817 1.363 0.320
F 0.36645 -0.80663 1.08166 -0.393 -1.174 0.924
F 0.24374 -0.73004 -1.09853 -0.360 -1.215 -0.586
I -2.44416 0.25064 0.00397 2.523 1.186 0.120
H 1.49813 0.24912 -0.06814 2.709 0.720 0.061
```
Positions in Å, forces in eV/Å.

Properties
SMILES ... FC(F)OI
Max |F| ... 5.02 eV Å⁻¹
HOMO level ... -10.64 eV
Frontier orbital gap ... 7.53 eV
Energy relative to the best compared isomer or geometry (same formula, charge and spin) ... 188.8 kJ/mol

Entry 3:
Computed, not measured: a molecular structure, C11H14N7O2S2SbSe4Ti, with ωB97M-V/def2-TZVPD.

Geometry as XYZ:
```
42
Properties=species:S:1:pos:R:3:forces:R:3
Ti 0.05689 1.34419 -0.35352 0.975 -0.338 3.346
Se -3.59551 3.65103 -1.80942 -0.365 -0.096 -0.264
Sb -2.37753 3.13247 0.28485 -0.954 0.648 -0.531
Se -2.04995 0.43362 0.27012 -0.671 -0.356 0.364
Se 0.63997 3.09766 1.09588 0.940 -0.929 -0.402
Se -3.80418 3.53165 2.23701 -0.154 -0.133 0.522
C 1.33548 -4.28617 -0.31926 0.007 0.015 0.053
C 2.13818 -3.05808 -0.50835 0.396 -0.104 -0.072
N 3.43298 -2.97800 -0.53039 0.057 -0.716 0.062
N 3.69993 -1.66477 -0.76238 -1.113 0.235 0.083
C 2.57017 -0.91668 -0.85306 0.254 -0.493 -0.337
S 2.50994 0.70041 -1.17996 0.025 0.745 0.175
N 1.55958 -1.83482 -0.70411 0.953 -0.035 -0.010
N 0.22063 -1.52763 -0.68472 -0.554 -0.204 0.059
H 1.99514 -5.14943 -0.32748 0.002 -0.013 -0.009
H 0.59279 -4.37069 -1.11559 0.037 -0.031 0.051
H 0.81125 -4.24412 0.63629 -0.045 -0.024 0.009
H 4.63920 -1.31002 -0.77296 -0.113 0.001 0.022
H -0.23348 -1.76333 -1.58002 0.321 0.142 0.200
H -0.25201 -1.96547 0.10632 0.292 0.367 -0.008
O -0.59001 -1.60345 -3.48590 -0.033 0.066 -0.076
C -0.67526 -0.37744 -3.45992 -0.134 -0.126 -0.528
C -1.20071 0.50029 -4.60742 0.058 -0.206 -0.031
C -1.10399 1.92081 -4.05908 -0.100 0.134 -0.013
C -0.55928 1.67317 -2.67690 -0.549 -0.138 -1.620
O -0.34563 2.52648 -1.78618 0.309 0.981 -1.583
N -0.31668 0.39411 -2.41984 0.073 0.741 0.176
H -2.22676 0.20063 -4.82981 0.061 0.011 0.000
H -0.59370 0.32948 -5.50161 -0.072 -0.038 0.098
H -2.07288 2.42457 -3.96494 0.131 0.059 0.126
H -0.42368 2.56631 -4.62137 -0.069 0.000 0.076
S 1.12729 -0.35478 1.94770 0.273 -0.217 -0.111
C 0.42101 0.19055 3.36943 -0.382 0.079 -1.497
N -0.65087 1.04014 3.27006 -0.182 0.146 1.288
C -1.28458 1.53483 4.34960 0.462 -0.413 -0.432
C -0.82282 1.16841 5.58991 0.117 -0.080 0.207
C 0.26871 0.29276 5.63795 -0.009 -0.072 -0.840
N 0.86561 -0.19749 4.55812 0.062 0.097 1.724
H -0.96545 1.26906 2.32360 -0.153 0.105 -0.197
H -2.12967 2.18959 4.16715 -0.065 0.102 -0.263
H -1.29126 1.53376 6.48851 -0.046 0.063 0.046
H 0.68114 -0.04361 6.58167 -0.046 0.023 0.141
```
Positions in Å, forces in eV/Å.

Properties
Charge ... -2
Max |F| ... 3.50 eV Å⁻¹
HOMO level (alpha / beta) ... 0.42 / 0.42 eV
Frontier orbital gap (alpha / beta) ... 3.67 / 3.67 eV
Energy relative to the best compared isomer or geometry (same formula, charge and spin) ... 204.2 kJ/mol

Entry 4:
Computed, not measured: a single C2H8Cl2OSi2 molecule, with ωB97M-V/def2-TZVPD.

Geometry as XYZ:
```
15
Properties=species:S:1:pos:R:3:forces:R:3
C 1.85870 -0.33715 1.15118 -0.814 1.746 -2.443
C 0.75202 1.24580 -1.17977 -2.975 1.766 0.315
O -0.95549 -0.70001 0.28081 1.426 0.381 -0.511
Si -2.57099 -0.59850 0.44505 1.690 -0.776 0.342
Si 0.57447 -0.38651 -0.37602 -0.749 -0.372 2.589
Cl -3.38803 0.45515 -0.99398 -0.952 1.302 -1.863
Cl 0.94246 -2.01370 -1.58605 0.148 0.236 -0.048
H 2.14526 -1.33002 1.32362 0.547 -1.340 0.641
H 2.75286 0.30406 0.90869 -0.817 -0.789 0.107
H 1.35763 0.12514 1.99076 -0.159 -0.126 0.315
H 0.49458 1.40949 -2.23182 0.581 -0.352 0.155
H 0.17035 2.11319 -0.64644 0.752 -1.850 -0.566
H 1.73452 1.42005 -0.87407 1.992 0.732 -0.432
H -2.81787 0.24308 1.59326 -0.305 -0.291 0.788
H -3.05048 -1.95004 0.19477 -0.364 -0.266 0.611
```
Positions in Å, forces in eV/Å.

Properties
SMILES ... C[Si](C)(Cl)O[SiH2]Cl
Max |F| ... 3.47 eV Å⁻¹
HOMO level ... -10.56 eV
Frontier orbital gap ... 11.23 eV
Energy relative to the best compared isomer or geometry (same formula, charge and spin) ... 6.9 kJ/mol

Entry 5:
Computed, not measured: a single C15H18N2O6S molecule, with ωB97M-V/def2-TZVPD.

Geometry as XYZ:
```
42
Properties=species:S:1:pos:R:3:forces:R:3
C -3.07876 2.06385 -2.86291 0.308 0.123 0.210
C -2.27397 2.25634 -1.58727 -0.344 -0.471 -0.042
H -1.87035 1.29954 -1.23872 -0.053 0.164 0.029
H -2.87923 2.71115 -0.80082 0.116 -0.068 -0.069
O -1.18976 3.16829 -1.78521 -0.085 0.308 -0.050
C -0.07635 2.68902 -2.31717 0.224 0.004 -0.277
O 0.09088 1.55369 -2.67826 -0.069 -0.099 -0.143
C 0.99590 3.75846 -2.43697 0.054 0.105 0.518
H 1.97179 3.28182 -2.53302 -0.199 -0.028 -0.065
H 0.80109 4.37234 -3.31671 0.009 -0.007 0.009
S 1.00757 4.92732 -1.03158 0.126 0.202 -0.433
C 0.96948 3.78125 0.26071 0.003 -0.062 0.465
N 0.88578 4.00684 1.53364 0.073 1.325 -1.141
N 0.83786 2.80328 2.13368 -0.019 -1.683 0.352
C 0.89331 1.89398 1.20945 -0.020 0.830 0.524
C 0.83208 0.46062 1.33265 -0.010 -0.793 -0.040
C 0.83547 -0.32238 0.17857 0.005 0.009 -0.049
C 0.75947 -1.70034 0.27710 0.005 0.015 0.104
C 0.65348 -2.32245 1.54120 -0.126 -0.136 0.025
C 0.65952 -1.52137 2.69783 -0.022 0.093 -0.265
C 0.75331 -0.13604 2.57913 0.008 0.044 -0.254
H 0.75210 0.46595 3.47145 -0.014 0.048 0.161
O 0.59883 -1.94819 3.98449 0.113 0.215 -0.206
C 0.31178 -3.28725 4.32517 -0.036 -0.415 0.237
H 1.08482 -3.97186 3.97294 -0.108 0.062 0.073
H -0.65947 -3.60356 3.93687 0.059 0.008 0.009
H 0.28273 -3.29557 5.41489 -0.021 -0.018 -0.075
O 0.60136 -3.68584 1.69033 0.408 0.496 -0.042
C -0.18858 -4.44972 0.79993 -0.196 -0.349 -0.163
H -1.11748 -3.93399 0.54553 0.019 0.009 0.012
H -0.41996 -5.37108 1.33607 -0.046 0.042 -0.038
H 0.35353 -4.68763 -0.11661 -0.096 0.016 0.129
O 0.79623 -2.52257 -0.81143 0.017 -0.080 0.526
C 0.95706 -1.94437 -2.08757 0.021 0.095 -0.247
H 0.95104 -2.78055 -2.78511 0.014 0.083 0.008
H 1.90931 -1.41254 -2.16744 -0.036 0.011 0.013
H 0.14198 -1.25896 -2.33454 0.028 0.004 0.036
H 0.90710 0.15642 -0.78365 -0.009 0.003 -0.129
O 0.98874 2.46213 -0.02967 0.103 -0.050 0.384
H -2.46074 1.60457 -3.63085 -0.005 -0.048 -0.050
H -3.44163 3.02233 -3.22578 -0.082 0.060 -0.039
H -3.92732 1.41707 -2.66034 -0.117 -0.069 -0.005
```
Positions in Å, forces in eV/Å.

Properties
SMILES ... CCOC(=O)CSc1nnc(-c2cc(OC)c(OC)c(OC)c2)o1
Max |F| ... 1.75 eV Å⁻¹
HOMO level ... -7.98 eV
Frontier orbital gap ... 8.50 eV
Energy relative to the best compared isomer or geometry (same formula, charge and spin) ... 186.2 kJ/mol

Entry 6:
Computed, not measured: 2 unconnected molecules or ions with the total composition C4H5NO2S, with ωB97M-V/def2-TZVPD.

Geometry as XYZ:
```
13
Properties=species:S:1:pos:R:3:forces:R:3
C -2.98232 0.99850 -0.32572 -0.448 3.217 -2.357
C -2.57982 -1.17550 0.92494 0.723 0.471 0.960
C -2.71487 -0.12471 0.35439 -0.418 -2.106 0.977
C 2.16564 -0.82821 0.18222 0.428 -0.629 -0.162
N -3.15821 1.96122 -0.96290 0.162 -1.530 1.154
O -0.20615 0.30257 -0.00397 1.253 0.492 0.297
O 1.83818 1.23143 -1.22596 -0.241 0.356 0.530
S 1.17781 0.75613 0.24328 0.357 -1.058 -1.346
H 1.66735 2.18116 -1.37473 -0.061 -0.469 0.182
H -2.14512 -1.81143 1.68340 -0.539 -0.192 -0.651
H 1.41227 -1.53299 -0.28267 0.937 0.698 0.501
H 3.13881 -0.79806 -0.46120 -1.889 0.270 1.308
H 2.38644 -1.16011 1.24891 -0.264 0.478 -1.393
```
Positions in Å, forces in eV/Å.

Properties
Max |F| ... 4.01 eV Å⁻¹
HOMO level ... -9.91 eV
Frontier orbital gap ... 10.42 eV
Energy relative to the best compared isomer or geometry (same formula, charge and spin) ... 468.1 kJ/mol